i | Molecular formula: C3H8NO3
Method: DFT, the ωB97M-V functional and the def2-TZVPD basis

Element x y z (Å)
C -0.062 -1.678 1.096
N 0.043 -1.008 -0.083
C 0.733 0.235 -0.244
C 0.317 0.674 -1.767
O 0.778 1.841 -1.973
O -0.371 -2.876 1.164
H 0.209 -1.036 1.964
H -0.242 -1.450 -1.044
H 1.835 0.242 -0.234
H 0.350 1.110 0.190
H -0.723 0.859 -1.808
H 0.498 -0.176 -2.391
H -0.344 1.030 1.618
H -1.766 1.292 1.450
O -1.255 0.940 2.064

As for the total charge: -1. The calculation puts the HOMO energy at -2.773 eV. As for the gap between HOMO and LUMO: 6.620 eV. The molar mass is 106.101 u. The LUMO energy comes out at 3.85 eV.

ii | Molecular formula: C3H8NO3
Method: DFT, the ωB97M-V functional and the def2-TZVPD basis

Element x y z (Å)
C -0.229 -0.725 -0.380
N -0.974 -0.558 0.831
C -2.030 0.418 0.904
O -2.409 0.882 -0.192
O -2.476 0.600 2.062
C 1.179 -1.251 -0.135
H -0.754 -1.382 -1.091
H -0.224 0.189 -0.989
H -0.524 -0.825 1.695
H 1.119 -2.283 0.207
H 1.662 -0.699 0.695
H 1.888 -0.978 -0.911
H 1.171 2.868 -1.308
H 0.955 1.631 -0.456
O 1.647 2.114 -0.934

As for the total charge: -1. The calculation puts the HOMO energy at -4.032 eV. As for the gap between HOMO and LUMO: 7.698 eV. The molar mass is 106.101 u. The LUMO energy comes out at 3.67 eV.

iii | Molecular formula: C3H8NO3
Method: DFT, the ωB97M-V functional and the def2-TZVPD basis

Element x y z (Å)
O 1.109 -1.295 2.148
C 0.588 -0.518 1.358
C -0.402 -1.041 0.353
N -0.501 -0.286 -0.896
C 0.741 0.597 -1.019
O 1.760 0.138 -0.283
H 0.655 0.553 1.597
H -1.358 -0.904 0.887
H -0.265 -2.109 0.234
H -0.340 -0.940 -1.655
H 0.423 1.637 -0.746
H 0.969 0.565 -2.090
H -2.264 0.929 -1.312
H -1.666 2.250 -0.910
O -2.511 1.852 -1.159

As for the total charge: -1. The calculation puts the HOMO energy at -3.772 eV. As for the gap between HOMO and LUMO: 7.967 eV. The molar mass is 106.101 u. The LUMO energy comes out at 4.19 eV.

iv | Molecular formula: C3H8NO3
Method: DFT, the ωB97M-V functional and the def2-TZVPD basis

Element x y z (Å)
O 0.464 -0.541 -2.161
C 1.730 -0.615 -2.191
O 2.505 -1.000 -1.306
H 2.178 -0.283 -3.160
C -1.182 -0.546 0.640
O -0.763 -1.724 -0.024
C -0.058 0.404 1.076
N -0.726 1.644 1.515
H -1.846 0.001 -0.057
H -1.828 -0.817 1.475
H -0.330 -1.459 -0.886
H 0.428 0.007 1.970
H 0.639 0.525 0.260
H -1.065 2.190 0.737
H -0.145 2.213 2.110

As for the total charge: -1. The calculation puts the HOMO energy at -4.553 eV. As for the gap between HOMO and LUMO: 8.640 eV. The molar mass is 106.101 u. The LUMO energy comes out at 4.09 eV.

ii (0.0105 hartree below the next structure)

i | Molecular formula: C3H8NO3
Method: DFT, the ωB97M-V functional and the def2-TZVPD basis

Element x y z (Å)
C 0.384 -1.129 -0.386
C 0.620 0.323 0.009
C -0.591 1.223 -0.267
N -1.679 1.211 0.728
O -1.189 1.180 2.003
O -2.077 -0.941 1.585
O -2.446 -0.059 0.554
H -0.462 -1.523 0.172
H 0.167 -1.207 -1.452
H 1.262 -1.738 -0.163
H 1.490 0.723 -0.528
H 0.822 0.384 1.082
H -0.261 2.270 -0.292
H -1.056 0.978 -1.226
H -1.516 -0.020 2.148

As for the total charge: -1. The calculation puts the HOMO energy at -2.620 eV. As for the gap between HOMO and LUMO: 6.954 eV. The molar mass is 106.101 u. The LUMO energy comes out at 4.33 eV.

ii | Molecular formula: C3H8NO3
Method: DFT, the ωB97M-V functional and the def2-TZVPD basis

Element x y z (Å)
C 0.729 -0.554 0.866
O 1.270 -1.118 1.883
C 1.492 0.715 0.471
N 0.694 1.337 -0.587
H 0.605 -1.159 -0.174
H -0.445 -0.234 0.894
H 1.478 1.317 1.442
H 2.487 0.501 0.239
H 0.996 2.254 -0.948
H 0.552 0.697 -1.401
O -1.412 -0.207 -1.940
C -1.754 -0.787 -0.928
O -2.631 -0.222 -0.038
H -1.414 -1.809 -0.572
H -2.648 -0.730 0.793

As for the total charge: -1. The calculation puts the HOMO energy at -2.442 eV. As for the gap between HOMO and LUMO: 6.069 eV. The molar mass is 106.101 u. The LUMO energy comes out at 3.63 eV.

ii (0.1235 hartree below the next structure)

i | Molecular formula: C6H6N2O2
Method: DFT, the ωB97M-V functional and the def2-TZVPD basis

Element x y z (Å)
C -0.425 0.769 1.110
C 0.294 0.036 0.065
C -0.411 -0.735 -0.711
C 0.241 -1.267 -1.799
C 1.691 -0.989 -2.042
C 1.670 0.084 -0.040
H -3.302 -0.630 2.101
H -2.113 1.638 1.600
H -1.447 -0.769 -0.829
H -0.377 -1.785 -2.426
H 2.305 -1.622 -2.724
H 2.156 0.664 0.855
N -1.694 0.615 1.601
N 2.432 -0.331 -1.073
O -2.631 -0.228 0.972
O 0.037 1.870 1.307

As for the total charge: 0. The calculation puts the HOMO energy at -9.441 eV. As for the gap between HOMO and LUMO: 8.927 eV. The molar mass is 138.126 u. The LUMO energy comes out at -0.51 eV.

ii | Molecular formula: C6H6N2O2
Method: DFT, the ωB97M-V functional and the def2-TZVPD basis

Element x y z (Å)
C -0.221 -1.296 1.582
C -0.005 -1.854 0.326
C 0.277 -0.955 -0.717
C 0.091 0.422 -0.513
C -0.415 0.058 1.664
C 0.248 1.281 -1.666
H 0.282 -1.932 3.476
H -0.215 -3.185 2.449
H 0.272 -2.866 0.049
H 0.731 -1.138 -1.710
H -0.590 0.584 2.560
H 0.052 2.826 -0.425
N -0.298 -2.148 2.699
N -0.334 0.957 0.571
O 0.098 2.640 -1.401
O 0.405 0.873 -2.767

As for the total charge: 0. The calculation puts the HOMO energy at -9.180 eV. As for the gap between HOMO and LUMO: 9.341 eV. The molar mass is 138.126 u. The LUMO energy comes out at 0.16 eV. The SMILES is Nc1ccc(C(=O)O)nc1.

ii (0.1958 hartree below the next structure)

i | Molecular formula: C5H9P
Method: DFT, the ωB97M-V functional and the def2-TZVPD basis

Element x y z (Å)
C 2.794 1.102 -0.128
C -2.774 1.073 -0.184
C 2.030 0.198 0.431
C -2.000 0.289 0.523
C -0.032 -1.651 -0.263
P 0.009 0.201 -0.226
H 3.868 1.115 0.004
H 2.381 1.872 -0.759
H -2.373 1.699 -0.964
H -3.843 1.122 -0.031
H 2.347 -0.600 1.084
H -2.291 -0.369 1.324
H -0.969 -1.985 -0.703
H 0.801 -2.016 -0.859
H 0.053 -2.050 0.751

As for the total charge: 0. The calculation puts the HOMO energy at -8.182 eV. As for the gap between HOMO and LUMO: 8.651 eV. The molar mass is 100.101 u. The LUMO energy comes out at 0.47 eV. The SMILES is C=CP(C)C=C.

ii | Molecular formula: C5H9P
Method: DFT, the ωB97M-V functional and the def2-TZVPD basis

Element x y z (Å)
C -0.284 0.208 0.490
C 1.014 -0.508 0.410
C -1.399 0.140 -0.327
C -1.663 -0.601 -1.699
C 3.055 1.282 0.869
P 2.979 -0.289 1.258
H 0.785 -1.586 0.632
H 1.419 -0.577 -0.612
H -2.307 0.599 0.154
H -2.723 -0.264 -2.051
H -1.581 -1.726 -1.687
H -0.873 -0.228 -2.468
H 3.801 1.822 1.242
H 2.378 1.807 0.182
H -0.521 0.716 1.374

As for the total charge: 0. The calculation puts the HOMO energy at -8.928 eV. As for the gap between HOMO and LUMO: 9.192 eV. The molar mass is 100.101 u. The LUMO energy comes out at 0.26 eV. The SMILES is C=PC/C=C\C.

iii | Molecular formula: C5H9P
Method: DFT, the ωB97M-V functional and the def2-TZVPD basis

Element x y z (Å)
C -1.115 -1.152 -0.451
C -1.094 0.298 0.069
C -0.529 -1.058 0.682
C 0.169 -1.414 1.856
C 1.065 1.319 -1.606
P -0.453 1.995 -0.736
H -1.699 -1.822 -1.105
H -2.112 0.545 0.359
H 0.374 -2.556 1.868
H -0.366 -0.980 2.711
H 1.290 -1.092 1.712
H 1.534 2.094 -2.209
H 0.697 0.574 -2.347
H 1.736 0.914 -0.991
H 0.504 2.336 0.187

As for the total charge: 0. The calculation puts the HOMO energy at -8.435 eV. As for the gap between HOMO and LUMO: 9.371 eV. The molar mass is 100.101 u. The LUMO energy comes out at 0.94 eV. The SMILES is CP[C@H]1C=C1C.

ii (0.0020 hartree below the next structure)

i | Molecular formula: C5H9P
Method: DFT, the ωB97M-V functional and the def2-TZVPD basis

Element x y z (Å)
C -1.637 1.169 1.421
C -1.525 -0.151 1.653
C -0.493 0.495 0.801
C -1.068 0.405 -1.430
C 1.873 -0.603 0.112
P 1.200 0.928 1.008
H -2.186 2.033 1.700
H -1.963 -1.089 1.703
H -0.499 0.852 -2.219
H -2.140 0.856 -1.426
H -0.909 -0.657 -1.284
H 1.191 -1.343 0.476
H 2.752 -0.846 0.672
H 1.871 -0.459 -0.885
H 1.218 0.540 2.422

As for the total charge: 0. The calculation puts the HOMO energy at -7.690 eV. As for the gap between HOMO and LUMO: 8.466 eV. The molar mass is 100.101 u. The LUMO energy comes out at 0.78 eV.

ii | Molecular formula: C5H9P
Method: DFT, the ωB97M-V functional and the def2-TZVPD basis

Element x y z (Å)
C 1.350 1.817 -0.033
C -1.956 0.760 0.023
C -1.063 -0.299 -0.521
C -0.985 0.097 0.955
C 1.651 -1.100 0.228
P 0.548 0.319 0.021
H 2.287 1.836 -0.564
H 0.752 2.711 -0.074
H -1.821 1.797 -0.262
H -2.995 0.478 0.141
H -1.854 -2.531 -1.545
H -1.190 -0.400 1.882
H 1.048 -2.003 0.143
H 2.402 -1.081 -0.562
H 2.149 -1.052 1.194

As for the total charge: 0. The calculation puts the HOMO energy (alpha / beta) at -7.726 / -7.811 eV. As for the gap between HOMO and LUMO (alpha / beta): 7.718 / 6.949 eV. The molar mass is 100.101 u. The LUMO energy (alpha / beta) comes out at -0.01 / -0.86 eV.

i (0.0572 hartree below the next structure)

i | Molecular formula: C4H10N2
Method: DFT, the ωB97M-V functional and the def2-TZVPD basis

Element x y z (Å)
C -0.979 0.130 0.070
C 1.406 -0.892 0.176
C -1.575 -1.221 0.029
C 1.085 1.560 -0.295
N -1.959 1.046 0.136
N 0.539 0.249 0.003
H 0.897 -1.868 0.108
H 2.015 -0.766 1.063
H 2.162 -0.783 -0.637
H -1.916 -1.519 1.072
H -1.053 -2.072 -0.457
H -2.546 -1.265 -0.469
H 1.596 1.424 -1.254
H 0.174 2.111 -0.257
H 1.793 1.865 0.507
H -1.638 2.001 0.205

As for the total charge: 0. The spin multiplicity is 3. The calculation puts the HOMO energy (alpha / beta) at -4.480 / -9.148 eV. As for the gap between HOMO and LUMO (alpha / beta): 5.303 / 7.409 eV. The molar mass is 86.138 u. The LUMO energy (alpha / beta) comes out at 0.82 / -1.74 eV. As for the expectation value of S²: 2.01.

ii | Molecular formula: C4H10N2
Method: DFT, the ωB97M-V functional and the def2-TZVPD basis

Element x y z (Å)
C -1.786 0.166 -0.032
C -1.177 -1.186 -0.351
C 1.560 0.457 0.615
C 1.453 0.951 -0.704
N -1.051 1.052 0.817
N -1.259 1.403 -0.509
H -2.862 0.116 0.162
H -0.914 -1.721 0.566
H -0.287 -1.067 -0.960
H -1.901 -1.784 -0.898
H 2.175 1.079 1.259
H 0.476 0.572 1.031
H 1.833 -0.592 0.664
H 1.441 2.011 -0.891
H 1.227 0.338 -1.555
H -1.502 1.566 1.568

As for the total charge: 0. The spin multiplicity is 3. The calculation puts the HOMO energy (alpha / beta) at -6.340 / -9.820 eV. As for the gap between HOMO and LUMO (alpha / beta): 7.396 / 9.185 eV. The molar mass is 86.138 u. The LUMO energy (alpha / beta) comes out at 1.06 / -0.63 eV. As for the expectation value of S²: 2.01.

i (0.0129 hartree below the next structure)